Entry from OMol25: a cluster of 2 separate species, C3H10N2O in total at a distorted geometry (the ωB97M-V functional and the def2-TZVPD basis).

```
16
Properties=species:S:1:pos:R:3:forces:R:3:mulliken_charge:R:1
C -2.338 1.234 -0.937 1.4887 -0.0904 -1.1758 0.14
C -2.458 0.697 -2.157 -0.7479 -0.6424 -0.1964 -0.83
N -1.837 0.595 0.180 -1.2697 0.5802 0.2664 -0.41
H -2.423 2.314 -0.913 0.3010 0.0384 0.5263 0.27
H -2.501 1.290 -3.058 -0.6281 0.3551 0.1956 0.23
H -2.578 -0.370 -2.333 0.5922 -0.0059 0.1938 0.22
H 1.452 0.277 -0.634 -0.2066 -0.0678 -0.1519 0.28
H -1.296 1.146 0.814 -0.0599 -0.2285 0.2679 0.20
H -1.849 -0.403 0.262 0.3356 0.0165 -0.1072 0.19
N 2.380 -1.512 1.800 -0.4743 -0.3789 0.5931 -0.61
C 2.477 -0.451 0.840 -0.1273 -0.7091 -0.1237 -0.16
O 1.325 -0.441 -0.006 0.0914 0.2150 0.2100 -0.51
H 1.986 -1.232 2.688 0.0332 0.3490 -0.0639 0.23
H 1.761 -2.254 1.485 0.3539 0.0538 -0.3631 0.25
H 2.566 0.499 1.361 0.2634 0.1422 0.0496 0.28
H 3.358 -0.670 0.231 0.0542 0.3729 -0.1206 0.24
```
Forces are in eV/Å.

Results
- HOMO (eV) = -7.87
- orbital gap (eV) = 8.69
- max |F| (eV/A) = 1.899
- energy above the lowest of the compared OMol25 structures with the same formula, charge and spin (kcal/mol) = 47.9

---

Entry from OMol25: an isolated molecule of C5H10ClN3O at a distorted geometry (the ωB97M-V functional and the def2-TZVPD basis).

```
20
Properties=species:S:1:pos:R:3:forces:R:3:mulliken_charge:R:1
C 2.201 -1.873 0.192 2.6485 2.9417 0.0953 -0.83
C -2.032 -0.240 -0.559 -6.1799 -0.7345 -1.4436 -0.57
C -2.947 0.247 0.588 -1.4148 0.6590 -2.8853 -0.56
C 2.007 0.614 -0.083 2.4530 1.0167 3.1162 0.59
C 1.259 1.951 -0.100 1.4154 1.7708 -0.0092 -0.78
H 2.838 -2.063 1.138 -1.6471 1.2976 -0.9642 0.24
H 2.979 -1.964 -0.585 -0.6258 0.2255 -0.0020 0.27
H 1.506 -2.589 0.098 -2.3211 -2.8513 -0.3334 0.39
H -2.531 0.082 -1.552 1.3789 0.0704 1.3093 0.31
H -2.286 -1.334 -0.523 1.0477 0.5473 -0.3160 0.36
H -2.598 -0.312 1.373 -0.2437 -1.4487 2.4551 0.40
H -3.050 1.270 0.852 0.8323 0.9626 -0.0647 0.34
H 2.044 2.800 0.226 -1.4281 -2.1484 -1.2074 0.26
H 1.032 2.023 -1.217 -0.5048 0.7149 1.6276 0.27
H 0.421 2.122 0.660 0.9049 -0.8589 -1.7197 0.26
N 1.361 -0.592 -0.026 -0.4173 -1.9344 -0.1048 0.39
N 0.010 -0.862 -0.359 0.1923 2.8011 1.2014 -0.49
N -0.774 0.165 -0.284 5.3498 -2.5744 -0.3919 -0.02
O 3.234 0.591 0.148 -2.0948 0.0334 -1.0723 -0.62
Cl -4.674 -0.036 0.012 0.6545 -0.4904 0.7093 -0.22
```
Forces are in eV/Å.

Results
- HOMO (eV) = -9.73
- orbital gap (eV) = 9.49
- max |F| (eV/A) = 6.389
- energy above the lowest of the compared OMol25 structures with the same formula, charge and spin (kcal/mol) = 52.8

---

Entry from OMol25: an isolated molecule of C21H22N4O2S at a distorted geometry (the ωB97M-V functional and the def2-TZVPD basis).

```
50
Properties=species:S:1:pos:R:3:forces:R:3:mulliken_charge:R:1
O 2.432 0.664 0.561 -0.1027 0.1033 0.0996 -0.54
C 1.197 0.933 1.021 -0.1260 -0.7694 0.1030 0.29
C 0.278 0.054 1.493 0.4035 0.4091 -0.0863 0.49
S -1.203 0.879 1.991 -0.0672 0.1335 0.0641 -0.17
C -0.531 2.382 1.529 0.5209 0.1262 -0.3169 0.85
N -0.840 3.665 1.536 -0.7157 -0.2020 0.2576 -0.71
C 0.279 4.241 1.062 0.1489 -0.3572 0.0651 -0.25
N 1.261 3.414 0.758 1.0240 0.2372 -0.1967 -1.50
N 0.736 2.221 1.053 -1.0983 0.5903 0.3020 0.89
H 0.369 5.300 0.943 0.1138 0.2666 -0.0754 0.45
C 0.477 -1.432 1.674 -0.3980 -0.0192 0.1256 0.11
N -0.044 -2.310 0.641 0.1207 -0.1661 -0.0146 0.30
C -1.396 -2.073 0.183 -0.1864 0.1853 -0.0881 -1.41
C -1.499 -1.062 -0.967 0.1154 -0.3159 -0.0117 0.38
C -0.577 -1.455 -2.121 0.0549 0.2545 0.0092 0.32
C 0.843 -1.633 -1.587 -0.2089 -0.3020 0.0893 0.19
C 0.842 -2.655 -0.447 0.1586 0.1386 -0.1681 -1.52
H 1.852 -2.784 -0.053 0.0012 -0.0863 0.0013 0.47
H 0.504 -3.623 -0.835 0.1061 -0.0259 -0.0438 0.50
H 1.226 -0.682 -1.218 0.0640 0.0500 -0.0311 -0.30
H 1.505 -1.982 -2.383 0.0926 0.0309 -0.0774 0.50
C -0.638 -0.433 -3.273 -0.0086 -0.2221 0.1705 -1.89
C -0.185 0.943 -2.877 -0.0545 -0.0120 -0.1305 0.74
C 1.152 1.309 -2.986 -0.0294 0.0310 -0.0022 -0.22
C 1.571 2.578 -2.627 0.0887 0.0742 -0.0187 -0.86
C 0.658 3.506 -2.158 -0.0234 0.0497 -0.0971 -0.29
C -0.675 3.151 -2.036 -0.0174 0.1229 0.0283 -0.57
C -1.091 1.880 -2.393 0.0370 -0.0118 -0.0397 -0.32
H -2.136 1.618 -2.308 -0.1083 -0.0485 0.0028 0.35
H -1.394 3.867 -1.663 -0.0648 0.0544 0.0296 0.36
H 0.984 4.499 -1.889 0.0296 0.0514 0.0266 0.43
H 2.613 2.848 -2.724 0.0889 0.0292 -0.0246 0.43
H 1.869 0.597 -3.370 0.0632 -0.0898 -0.0455 0.37
H -1.668 -0.384 -3.635 0.0051 -0.0136 -0.0812 0.51
H -0.009 -0.798 -4.089 -0.0497 0.0003 -0.0649 0.50
H -0.915 -2.419 -2.520 0.0070 -0.0111 -0.0102 0.39
H -1.223 -0.069 -0.615 -0.0599 0.0105 -0.0059 -0.52
H -2.535 -1.022 -1.309 -0.0916 0.0663 -0.0268 0.42
H -2.000 -1.740 1.028 -0.0811 -0.1319 -0.0667 0.49
H -1.790 -3.038 -0.158 -0.1108 0.0438 0.0394 0.46
C -0.088 -1.861 3.000 1.2078 -0.4626 0.3144 -0.43
C 0.473 -2.577 4.015 -0.1552 0.4004 -0.5717 -0.99
C -0.530 -2.711 5.007 -0.5613 0.2326 -0.0784 -0.41
C -1.622 -2.067 4.519 0.1556 -0.5472 0.9128 -0.65
O -1.364 -1.552 3.306 -0.1459 0.1549 -0.4497 -0.26
H -2.603 -1.908 4.920 -0.1552 0.0737 -0.0355 0.46
H -0.442 -3.215 5.947 -0.0734 -0.0765 0.2172 0.45
H 1.472 -2.959 4.053 0.2411 -0.0513 -0.0714 0.49
H 1.560 -1.598 1.713 -0.1708 -0.0136 0.1062 0.81
H 2.842 1.497 0.287 0.0162 0.0153 -0.0335 0.41
```
Forces are in eV/Å.

Results
- HOMO (eV) = -8.05
- orbital gap (eV) = 8.75
- max |F| (eV/A) = 1.331
- energy above the lowest of the compared OMol25 structures with the same formula, charge and spin (kcal/mol) = 61.7

---

Entry from OMol25: a structure of composition C38H30FeN6O3S2 at a distorted geometry (the ωB97M-V functional and the def2-TZVPD basis).

```
80
Properties=species:S:1:pos:R:3:forces:R:3:mulliken_charge:R:1
Fe 0.167 0.459 -0.172 1.7333 0.6969 -0.7021 -0.52
C 0.330 2.584 2.819 -0.0150 -0.0233 -0.0467 -1.46
C 1.550 1.827 2.390 -0.0167 0.1608 0.1211 0.90
C 2.808 2.185 2.871 -0.0352 -0.1295 -0.0119 -0.97
C 3.884 1.352 2.630 -0.0506 0.0593 0.0549 -0.80
C 3.681 0.167 1.941 -0.0817 -0.0726 -0.0599 -0.61
C 2.421 -0.092 1.423 0.1940 0.3024 0.4159 0.63
N 1.393 0.758 1.611 -0.1249 -0.4574 -0.6517 0.56
C 2.089 -1.305 0.657 0.1526 -0.6617 -0.0406 0.38
C 3.008 -2.298 0.388 -0.0588 0.2213 0.2147 -0.52
C 2.596 -3.388 -0.385 -0.1783 -0.1071 -0.1215 -1.43
C 1.295 -3.481 -0.795 0.0570 -0.0085 0.0417 -1.00
C 0.366 -2.474 -0.430 0.0876 -0.0849 0.2515 0.57
N 0.809 -1.376 0.233 -0.0086 -0.0166 -0.8159 0.40
C -1.033 -2.658 -0.617 -0.0572 0.1415 -0.0378 0.89
C -1.541 -3.752 -1.336 -0.1853 -0.0737 -0.1407 -0.75
C -2.851 -4.125 -1.251 0.1924 0.0461 -0.0504 -0.90
C -3.679 -3.452 -0.324 0.0621 0.1955 0.0319 -0.79
C -3.247 -2.317 0.276 -0.4097 -0.1326 0.0336 1.34
C -4.097 -1.629 1.314 0.0334 -0.0681 0.0098 -1.85
N -1.973 -1.810 0.011 0.5027 -0.2035 -0.0384 0.76
H 0.202 2.442 3.893 0.0029 0.0357 0.0041 0.50
H 0.430 3.654 2.637 -0.0169 -0.0021 -0.0211 0.31
H -0.554 2.194 2.322 0.0208 0.0099 0.0813 0.04
H 2.920 3.092 3.451 -0.0132 -0.0236 0.0390 0.51
H 4.865 1.604 3.009 0.0048 -0.0169 -0.0065 0.49
H 4.491 -0.536 1.816 0.0074 0.0291 -0.0700 0.41
H 4.025 -2.241 0.744 -0.0255 0.0301 0.0339 0.45
H 3.296 -4.175 -0.635 0.0121 0.0140 -0.0013 0.46
H 0.966 -4.351 -1.338 0.0295 0.0162 -0.0299 0.38
H -0.880 -4.298 -1.990 0.0041 -0.0009 0.0008 0.36
H -3.239 -4.930 -1.854 0.0228 -0.0565 -0.0069 0.49
H -4.657 -3.838 -0.073 -0.0140 0.0335 0.0052 0.50
H -4.244 -2.312 2.151 0.0265 0.0222 0.0156 0.47
H -3.638 -0.726 1.708 -0.0580 -0.0248 0.0539 0.25
H -5.081 -1.395 0.911 0.0146 0.0797 0.0178 0.39
C 4.053 0.532 -2.278 0.1979 0.3688 -0.1481 -1.31
C 2.814 0.096 -1.817 -0.3388 -0.2192 0.0330 -0.45
N 1.956 0.891 -1.207 -0.0509 0.3275 0.8199 0.84
C 2.245 2.209 -1.123 0.6709 -0.2705 -0.3792 -0.45
C 3.460 2.746 -1.589 -0.4782 0.0542 0.1709 1.26
C 4.391 1.861 -2.142 0.0145 -0.3987 -0.0766 -0.88
C 3.644 4.166 -1.549 0.0506 0.1707 -0.0267 -0.97
C 2.644 4.990 -1.168 0.1352 0.0289 -0.0231 -1.07
C 1.380 4.469 -0.739 0.1571 -0.4182 0.0009 1.01
C 0.283 5.275 -0.416 -0.3745 -0.0840 0.1117 -0.89
C -0.904 4.677 -0.049 0.2372 0.3411 -0.0010 -1.35
C -0.959 3.291 0.050 0.0033 -0.3972 0.0895 -0.51
N 0.070 2.505 -0.214 -0.3177 -0.0258 -0.6648 1.00
C 1.213 3.073 -0.660 -0.3689 0.6447 0.2781 0.11
H 4.716 -0.165 -2.770 -0.0016 -0.0270 0.0432 0.50
H 2.491 -0.925 -1.971 0.0160 -0.0392 0.0712 0.66
H 5.343 2.227 -2.505 -0.0066 0.0370 0.0125 0.49
H 4.593 4.568 -1.881 -0.0230 0.0182 -0.0035 0.46
H 2.773 6.064 -1.196 0.0226 -0.0081 0.0118 0.46
H 0.363 6.353 -0.468 0.0388 0.0017 -0.0285 0.49
H -1.777 5.268 0.186 -0.0138 -0.0212 -0.0064 0.50
H -1.856 2.786 0.387 -0.0170 0.0491 -0.0164 0.55
O -1.200 -2.739 -5.901 0.1414 0.0947 -0.0905 -0.67
S -2.091 -2.168 -4.943 -0.2834 0.1011 0.1985 1.14
O -3.166 -2.973 -4.436 0.0054 0.0363 0.1033 -0.63
N -1.193 -1.555 -3.659 -0.3056 -0.0690 -0.2319 -0.36
C -1.343 -0.275 -3.581 0.3902 -0.4244 0.1899 0.88
S -0.396 0.736 -2.554 -0.3637 0.1214 0.4967 -0.35
C -2.264 0.349 -4.563 -0.0452 0.1576 -0.2711 0.43
C -2.636 1.679 -4.671 -0.0250 -0.0594 -0.0481 -0.41
C -3.462 2.046 -5.727 0.0056 0.0307 0.0300 -0.79
C -3.892 1.106 -6.656 0.0054 0.0071 0.0215 -0.49
C -3.538 -0.234 -6.532 -0.0714 -0.2152 -0.0924 -0.67
C -2.733 -0.586 -5.472 0.2940 -0.0095 0.3059 -0.14
H -2.278 2.405 -3.953 0.0249 0.0049 -0.0072 0.49
H -3.769 3.078 -5.831 0.0172 -0.0014 -0.0265 0.41
H -4.506 1.422 -7.488 -0.0377 -0.0282 0.0154 0.40
H -3.880 -0.974 -7.243 -0.0042 0.0264 -0.0034 0.46
C -3.006 0.294 -0.787 0.0669 0.1084 -0.1687 -1.42
C -1.914 -0.354 0.033 -0.6746 0.1600 0.3109 1.02
O -1.371 0.257 0.971 -0.6483 -0.0017 0.3955 -0.76
H -3.901 0.413 -0.173 0.0862 -0.0909 0.0779 0.33
H -3.258 -0.314 -1.652 0.0008 0.0118 -0.0441 0.31
H -2.698 1.282 -1.118 0.0572 -0.0232 -0.0037 0.51
```
Forces are in eV/Å.

Results
- multiplicity = 2
- HOMO (alpha / beta) (eV) = -8.60 / -10.51
- orbital gap (alpha / beta) (eV) = 5.32 / 7.23
- max |F| (eV/A) = 1.996
- energy above the lowest of the compared OMol25 structures with the same formula, charge and spin (kcal/mol) = 0.0
- total charge = +1

---

Entry from OMol25: an isolated molecule of C4H7ClN2 at a distorted geometry (the ωB97M-V functional and the def2-TZVPD basis).

```
14
Properties=species:S:1:pos:R:3:forces:R:3:mulliken_charge:R:1
C 1.503 0.607 0.174 0.9206 0.4918 -1.5470 -0.68
C -0.030 0.656 0.217 1.4728 -0.0467 0.2926 0.01
C -0.864 0.111 -0.963 0.2149 0.7656 0.3781 -0.54
C -1.185 -1.249 -0.457 -0.0144 -0.0844 -0.0413 -0.12
H 1.928 1.234 -0.697 -0.7896 -0.8747 1.4146 0.35
H 1.892 1.010 1.121 -0.0781 -0.1720 -0.3644 0.34
H -0.133 1.733 0.363 -0.7999 0.0272 0.1338 0.28
H -0.441 0.176 -1.967 0.2434 -0.0461 0.2445 0.31
H -1.780 0.705 -0.952 -0.2113 0.0188 -0.2508 0.29
H -1.584 -2.046 -1.073 0.0612 -0.0473 0.2827 0.39
H 0.004 -0.391 2.140 0.4478 0.4575 -0.1816 0.32
N -1.007 -1.368 0.793 -0.1880 -0.1200 0.3230 -0.54
N -0.552 -0.147 1.334 -0.9804 -0.6836 -0.7810 -0.21
Cl 2.247 -1.031 -0.035 -0.2990 0.3136 0.0967 -0.20
```
Forces are in eV/Å.

Results
- HOMO (eV) = -8.70
- orbital gap (eV) = 9.55
- max |F| (eV/A) = 1.866
- energy above the lowest of the compared OMol25 structures with the same formula, charge and spin (kcal/mol) = 40.8

---

Entry from OMol25: a cluster of 2 separate species, C7H14Cl4 in total at a distorted geometry (the ωB97M-V functional and the def2-TZVPD basis).

```
25
Properties=species:S:1:pos:R:3:forces:R:3:mulliken_charge:R:1
C -3.176 -2.339 0.783 -0.1670 0.1599 0.2875 0.40
Cl -3.275 -1.544 -0.795 0.0542 -0.2278 0.0808 -0.11
Cl -2.552 -1.166 1.967 -0.1564 -0.1648 -0.0708 -0.09
Cl -4.800 -2.874 1.279 0.2147 0.1329 -0.0894 -0.11
Cl -2.108 -3.741 0.744 -0.0124 0.0926 -0.1788 -0.10
C 1.185 2.705 -0.753 -0.9470 0.5334 0.5375 -1.23
C 0.072 1.956 0.006 0.6457 -0.4547 -0.0485 -0.16
C 0.644 1.094 1.134 0.6652 -0.3042 0.2595 -0.71
C 1.396 -0.200 0.673 -1.2243 0.8498 1.0409 -0.73
C 0.487 -1.170 -0.125 1.4870 0.5741 0.0080 0.39
C 0.864 -1.157 -1.604 -1.1579 0.5972 -0.3960 -1.33
H 0.846 3.005 -1.745 0.2183 -0.2179 -0.1369 0.33
H 2.109 2.137 -0.785 0.0863 -0.0014 -0.2201 0.28
H 1.341 3.643 -0.213 0.4408 -0.0779 -0.0353 0.36
H -0.643 2.669 0.413 -0.0922 0.0056 -0.0738 0.37
H -0.457 1.297 -0.682 -0.2353 0.0362 -0.0264 0.12
H -0.124 0.832 1.866 -0.2004 -0.1688 -0.2098 0.26
H 1.378 1.655 1.727 -0.1240 0.2597 -0.1590 0.37
H 2.322 0.131 0.204 -0.0434 -0.3911 -0.5107 0.38
H 1.696 -0.691 1.602 0.1335 -0.0127 -0.0560 0.29
H 0.624 -2.140 0.354 -0.2794 -0.2084 -0.4065 0.36
H -0.548 -0.853 -0.021 -0.0670 -0.1564 0.1069 -0.31
H 0.501 -0.223 -2.052 0.1184 0.1653 0.2115 0.25
H 1.933 -1.135 -1.802 0.0523 -0.6241 0.0491 0.35
H 0.286 -1.889 -2.175 0.5904 -0.3966 0.0363 0.37
```
Forces are in eV/Å.

Results
- HOMO (eV) = -10.62
- orbital gap (eV) = 10.82
- max |F| (eV/A) = 1.818
- energy above the lowest of the compared OMol25 structures with the same formula, charge and spin (kcal/mol) = 0.0